# 1
{"formula": "C6H13N", "method": "ωB97M-V with the def2-TZVPD basis set", "elements": ["C", "C", "C", "C", "C", "C", "N", "H", "H", "H", "H", "H", "H", "H", "H", "H", "H", "H", "H", "H"], "xyz": [[-2.098, 0.270, 0.680], [-0.933, -0.596, 0.507], [0.214, -0.354, -0.726], [1.742, 1.338, 0.309], [1.602, 0.047, -0.444], [2.370, -1.128, 0.121], [-2.869, 0.540, -0.552], [-2.777, 0.039, 1.497], [0.850, 1.527, 0.966], [-0.232, -0.537, 1.354], [-1.131, -1.672, 0.388], [-0.334, 0.437, -1.260], [0.179, -1.325, -1.223], [1.754, 2.278, -0.260], [2.571, 1.331, 1.027], [1.855, -1.576, 1.013], [3.373, -0.942, 0.511], [2.477, -1.974, -0.570], [-2.491, -0.210, -1.145], [-2.428, 1.302, -1.066]], "atomic_forces_ev_per_a": [[-0.5, 0.0, -0.9], [2.5, -0.3, 0.7], [-1.6, 0.8, -0.2], [-0.9, 0.1, 0.8], [0.3, -0.3, 0.2], [-0.3, -0.4, 0.8], [1.0, -0.8, -0.2], [0.3, 0.5, 0.4], [0.0, -0.2, 0.0], [-0.7, -0.2, 0.5], [-0.5, 0.0, -0.1], [0.4, -0.3, -0.7], [0.0, 0.3, -0.5], [0.4, -0.2, -0.3], [0.2, 0.1, -0.3], [0.0, -0.1, 0.0], [0.2, 0.4, -0.3], [-0.1, 0.1, -0.2], [-0.7, -0.1, -0.2], [-0.2, 0.5, 0.4]], "nbo_charge": [-0.09, -0.56, -0.39, -0.64, -0.36, -0.62, -0.88, 0.14, 0.15, 0.21, 0.18, 0.17, 0.18, 0.18, 0.18, 0.13, 0.18, 0.18, 0.33, 0.35], "homo_ev": [-1.164, -0.529], "charge": -1, "multiplicity": 2, "relative_energy_kcal_mol": 65.8}

***

# 2
{"formula": "C11H16F13PS", "method": "ωB97M-V with the def2-TZVPD basis set", "elements": ["C", "C", "C", "P", "C", "C", "C", "C", "C", "F", "F", "C", "F", "F", "C", "F", "F", "C", "F", "F", "S", "F", "F", "F", "F", "F", "H", "H", "H", "H", "H", "H", "H", "H", "H", "H", "H", "H", "H", "H", "H", "H"], "xyz": [[1.212, 3.417, 1.987], [1.448, 3.214, 0.493], [0.286, 2.644, -0.376], [-1.389, 2.978, 0.353], [-2.572, 3.119, -1.085], [-1.923, 3.380, -2.440], [-1.926, 1.372, 1.133], [-0.806, 0.377, 1.461], [-0.878, -0.847, 0.552], [-1.904, -1.644, 0.927], [-1.081, -0.472, -0.738], [0.440, -1.660, 0.601], [1.377, -0.964, -0.058], [0.800, -1.779, 1.896], [0.294, -3.117, 0.011], [-0.199, -3.916, 0.987], [-0.584, -3.074, -1.021], [1.658, -3.650, -0.507], [1.896, -3.042, -1.703], [2.643, -3.312, 0.372], [1.731, -5.542, -0.755], [3.310, -5.510, -0.611], [1.587, -5.721, 0.803], [0.164, -5.594, -0.932], [1.890, -5.412, -2.325], [1.780, -7.107, -0.898], [0.626, 4.297, 2.195], [0.789, 2.552, 2.482], [2.182, 3.582, 2.455], [1.678, 4.191, 0.082], [2.321, 2.586, 0.352], [0.354, 3.119, -1.344], [0.416, 1.575, -0.514], [-3.253, 2.275, -1.126], [-3.173, 3.987, -0.837], [-2.669, 3.297, -3.224], [-1.149, 2.656, -2.660], [-1.507, 4.378, -2.493], [-2.398, 1.651, 2.066], [-2.705, 0.904, 0.541], [-0.952, 0.004, 2.467], [0.185, 0.809, 1.434]], "atomic_forces_ev_per_a": [[0.7, -0.1, 0.0], [-0.6, 0.1, -0.2], [0.0, -0.2, 0.7], [-0.1, 0.7, 0.1], [0.4, 0.2, 0.0], [-0.4, -0.3, 0.0], [0.4, 0.1, 0.1], [-0.6, -0.5, -0.1], [0.6, 0.7, 0.2], [-0.1, -0.1, -0.1], [-0.1, -0.1, 0.0], [-0.7, -0.5, 0.1], [0.2, 0.0, 0.0], [0.2, 0.0, 0.0], [-0.3, 0.3, 0.2], [0.1, 0.6, -0.4], [0.4, -0.2, 0.4], [0.8, 0.4, -0.6], [0.0, -0.5, 1.1], [-0.9, -0.3, -0.7], [0.4, 0.0, -0.3], [-0.1, 0.0, 0.0], [0.0, 0.0, 0.3], [-0.2, -0.1, 0.0], [0.0, 0.1, 0.1], [0.1, 0.0, 0.0], [-0.4, 0.1, 0.0], [-0.3, -0.1, 0.1], [0.1, 0.0, 0.1], [0.3, 0.2, -0.1], [0.2, -0.1, -0.1], [-0.1, 0.0, -0.2], [0.1, -0.1, -0.3], [0.1, -0.3, 0.0], [-0.3, 0.1, 0.1], [-0.1, 0.1, -0.2], [0.2, -0.1, -0.1], [0.2, 0.2, 0.0], [-0.1, 0.1, 0.2], [-0.1, -0.1, -0.2], [0.1, -0.2, 0.2], [0.2, 0.1, -0.2]], "nbo_charge": [-0.62, -0.40, -0.72, 0.75, -0.68, -0.61, -0.70, -0.48, 0.66, -0.32, -0.33, 0.59, -0.30, -0.31, 0.58, -0.29, -0.30, 0.46, -0.30, -0.30, 2.38, -0.45, -0.45, -0.46, -0.45, -0.44, 0.22, 0.19, 0.21, 0.20, 0.20, 0.24, 0.22, 0.22, 0.22, 0.21, 0.20, 0.21, 0.23, 0.23, 0.24, 0.23], "homo_ev": -8.162, "charge": 0, "multiplicity": 1, "smiles": "CCCP(CC)CCC(F)(F)C(F)(F)C(F)(F)C(F)(F)S(F)(F)(F)(F)F"}

***

# 3
{"formula": "C5H8N2", "method": "ωB97M-V with the def2-TZVPD basis set", "elements": ["N", "C", "C", "N", "C", "C", "C", "H", "H", "H", "H", "H", "H", "H", "H"], "xyz": [[-0.875, -1.868, -1.125], [-0.574, -0.564, -0.783], [-0.886, 0.209, 1.206], [-1.583, -0.390, 1.923], [0.744, -0.175, -0.761], [1.347, 0.782, 0.215], [0.103, 1.375, 0.884], [-1.853, -2.116, -1.108], [-0.310, -2.561, -0.656], [-1.411, 0.127, -0.920], [1.315, -0.540, -1.600], [1.994, 0.277, 0.966], [2.025, 1.467, -0.316], [-0.290, 2.161, 0.201], [0.254, 1.816, 1.873]], "atomic_forces_ev_per_a": [[-0.2, 0.0, -0.3], [0.4, -0.2, -1.4], [0.2, 1.6, 1.8], [0.6, 0.3, -1.0], [0.1, -0.2, -0.6], [-0.5, -0.2, -0.2], [-0.2, 0.0, 0.2], [0.1, 0.1, -0.1], [0.0, 0.2, -0.2], [0.0, -0.2, 1.0], [0.7, -1.0, 0.5], [-0.5, 0.0, -0.5], [-0.5, 0.4, 0.4], [-0.3, -0.8, 0.6], [0.2, 0.1, -0.3]], "nbo_charge": [-0.79, 0.01, 0.24, -0.36, -0.32, -0.43, -0.48, 0.39, 0.39, 0.21, 0.22, 0.22, 0.23, 0.24, 0.25], "homo_ev": -7.571, "charge": 0, "multiplicity": 1, "relative_energy_kcal_mol": 69.3, "smiles": "N#CCC/C=C/N"}

***

# 4
{"formula": "C6H10FN2", "method": "ωB97M-V with the def2-TZVPD basis set", "elements": ["C", "C", "C", "C", "C", "C", "N", "N", "F", "H", "H", "H", "H", "H", "H", "H", "H", "H", "H"], "xyz": [[2.875, 0.540, 1.308], [-1.714, 0.979, 0.105], [1.673, 0.448, 0.757], [0.123, -0.413, -0.921], [-2.583, 0.436, 1.208], [0.105, -1.324, -2.108], [-0.900, 0.256, -0.519], [1.264, -0.247, -0.393], [0.702, 1.118, 1.471], [3.001, 1.227, 2.165], [3.565, -0.113, 0.813], [-2.003, 1.949, -0.083], [-3.530, 0.866, 1.204], [-2.625, -0.598, 1.084], [-2.223, 0.553, 2.277], [0.049, -2.411, -1.969], [-0.719, -1.189, -2.804], [1.009, -1.203, -2.793], [1.931, -0.875, -0.799]], "atomic_forces_ev_per_a": [[-1.0, -0.3, -1.0], [-0.6, -2.8, 1.8], [0.0, 1.6, 2.5], [-4.0, 0.1, -1.8], [2.2, 0.1, 1.3], [0.4, -0.7, -2.4], [-0.3, 0.5, -0.3], [3.7, 0.0, 2.1], [-0.1, -0.6, -1.5], [0.3, -0.9, -0.7], [1.2, 0.3, 0.3], [0.3, 2.4, -1.4], [-1.7, 0.8, -0.3], [-0.4, -1.9, -0.2], [0.2, 0.4, -1.3], [0.2, 0.3, 1.0], [-0.3, 0.6, 0.4], [-0.8, 0.2, 1.2], [0.8, 0.1, 0.2]], "nbo_charge": [-0.44, 0.34, 0.51, 0.53, -0.69, -0.71, -0.37, -0.55, -0.33, 0.27, 0.22, 0.21, 0.25, 0.24, 0.28, 0.28, 0.27, 0.26, 0.44], "homo_ev": -13.365, "charge": 1, "multiplicity": 1, "relative_energy_kcal_mol": 58.0, "smiles": "C=C(F)/[NH+]=C(C)\\N=C/C"}

***

# 5
{"formula": "C6H11N2S", "method": "ωB97M-V with the def2-TZVPD basis set", "elements": ["C", "C", "C", "C", "C", "C", "N", "N", "S", "H", "H", "H", "H", "H", "H", "H", "H", "H", "H", "H"], "xyz": [[0.942, 1.423, 0.900], [1.650, 0.340, 1.407], [0.150, 1.208, -0.222], [0.874, -1.049, -0.218], [-0.718, 2.238, -0.823], [0.841, -2.380, -0.849], [1.602, -0.861, 0.853], [0.168, -0.027, -0.761], [-2.261, -0.611, 0.887], [0.972, 2.390, 1.373], [2.262, 0.425, 2.295], [-1.277, 2.751, -0.042], [-1.419, 1.809, -1.536], [-0.118, 2.994, -1.332], [0.112, -2.445, -1.653], [0.627, -3.134, -0.092], [1.831, -2.620, -1.239], [-3.464, -0.344, 1.371], [-0.443, -0.218, -1.555], [-2.331, -1.889, 1.236]], "atomic_forces_ev_per_a": [[-0.2, -0.3, -0.3], [-0.3, 0.5, -0.1], [0.5, 0.1, 0.6], [0.1, 0.3, 0.0], [-0.2, 0.3, -0.2], [-0.1, -0.4, -0.2], [0.2, -0.5, 0.0], [0.1, -0.1, -0.1], [0.0, 0.1, 0.0], [0.0, 0.1, 0.0], [0.0, 0.1, 0.0], [0.0, 0.0, 0.0], [-0.1, 0.0, 0.0], [0.0, 0.0, 0.0], [0.0, 0.0, -0.1], [-0.1, 0.0, 0.0], [0.0, 0.1, 0.0], [-0.4, 0.1, 0.1], [0.2, 0.0, 0.2], [0.0, -0.3, 0.1]], "nbo_charge": [-0.28, 0.17, 0.35, 0.51, -0.68, -0.68, -0.42, -0.47, -0.35, 0.26, 0.23, 0.27, 0.24, 0.27, 0.23, 0.27, 0.28, 0.18, 0.45, 0.17], "homo_ev": -13.479, "charge": 1, "multiplicity": 1, "relative_energy_kcal_mol": 8.6}

***

# 6
{"formula": "C17H29ClNO2P2V", "method": "ωB97M-V with the def2-TZVPD basis set", "elements": ["C", "C", "N", "C", "C", "C", "C", "P", "V", "P", "C", "C", "C", "C", "C", "C", "C", "O", "O", "H", "H", "H", "C", "C", "H", "H", "H", "H", "C", "C", "H", "H", "H", "H", "H", "H", "H", "H", "H", "H", "H", "H", "H", "H", "H", "H", "H", "H", "H", "H", "H", "H", "Cl"], "xyz": [[-0.945, 3.031, -2.885], [-0.975, 2.109, -1.830], [0.110, 1.858, -1.047], [1.312, 2.366, -1.420], [1.384, 3.354, -2.406], [0.237, 3.745, -3.101], [-2.250, 1.416, -1.471], [-2.048, 0.085, -0.184], [-0.170, 0.860, 0.857], [2.547, 0.346, 0.060], [2.594, 1.948, -0.712], [-0.211, -1.354, 1.589], [-0.594, -1.268, 2.917], [-0.549, -2.410, 3.731], [-0.097, -3.630, 3.225], [0.290, -3.716, 1.886], [0.222, -2.576, 1.060], [-2.213, -1.142, -4.904], [0.965, -1.212, -2.937], [-1.864, 3.256, -3.436], [2.360, 3.814, -2.597], [0.276, 4.518, -3.879], [-3.208, 0.942, 0.923], [-2.844, -1.419, -0.789], [3.401, 1.896, -1.465], [2.830, 2.708, 0.052], [-2.787, 0.981, -2.296], [-3.020, 2.127, -1.132], [3.288, 0.325, 1.652], [3.228, -0.843, -1.040], [-0.921, -0.302, 3.314], [-0.867, -2.333, 4.767], [-0.051, -4.505, 3.878], [0.641, -4.672, 1.498], [0.526, -2.667, 0.017], [0.066, -0.931, -3.290], [1.115, -2.145, -3.222], [-1.443, -1.034, -4.349], [-2.288, -0.204, -5.179], [1.246, -0.204, 0.473], [-4.084, 1.040, 0.267], [-3.408, 0.286, 1.778], [-2.750, 1.916, 1.191], [-3.923, -1.221, -0.716], [-2.564, -1.665, -1.834], [-2.592, -2.239, -0.093], [4.240, -0.489, -1.275], [3.202, -1.834, -0.575], [2.640, -0.856, -1.961], [4.329, 0.498, 1.406], [2.831, 1.080, 2.289], [3.163, -0.671, 2.061], [0.013, 2.543, 2.352]], "atomic_forces_ev_per_a": [[0.4, 0.3, 0.5], [0.2, 0.4, -0.1], [0.2, -0.3, -0.8], [-0.9, 0.8, -0.4], [0.3, -0.1, 0.1], [-0.1, -0.6, -0.3], [-0.8, -0.4, -0.1], [0.5, 1.5, -0.6], [1.1, -1.7, 0.4], [-2.4, -0.1, 0.8], [-0.2, 0.8, -0.4], [0.6, 1.8, -1.2], [0.0, -0.7, 0.4], [-0.1, 0.3, 0.1], [0.0, 0.2, -0.1], [-0.1, 0.3, -0.1], [0.0, -0.5, 0.8], [0.0, 1.4, -0.1], [-1.6, -0.3, -0.9], [0.4, -0.1, 0.2], [-0.5, -0.1, -0.1], [0.1, -0.3, 0.5], [-0.2, -0.9, 0.2], [-0.4, -0.1, 0.1], [-0.2, 0.3, 0.3], [0.1, -0.3, -0.2], [0.2, -0.1, -1.1], [0.6, 0.1, 0.2], [0.7, 0.1, -0.4], [0.4, -0.2, -0.3], [0.0, -0.3, 0.2], [0.1, -0.1, -0.1], [0.0, 0.3, -0.3], [-0.1, 0.2, 0.0], [-0.1, 0.1, 0.1], [2.0, -0.8, 0.7], [-0.5, 1.1, 0.2], [0.3, -0.6, 0.3], [-0.5, -0.8, -0.3], [0.0, -0.5, -0.2], [-0.1, 0.3, 0.8], [-0.2, 0.5, 0.1], [-0.5, -0.6, 0.0], [0.2, -0.3, -0.3], [-0.1, 0.1, 0.7], [0.0, 0.3, -0.4], [0.0, -0.4, 0.1], [0.2, 0.2, -0.1], [0.1, 0.1, 0.2], [0.5, 0.2, 0.8], [0.1, 0.0, 0.0], [0.0, -0.2, 0.2], [0.2, 0.1, 0.0]], "nbo_charge": [-0.24, 0.26, -0.50, 0.24, -0.24, -0.12, -0.79, 0.98, 0.52, 1.41, -0.79, -0.26, -0.33, -0.18, -0.24, -0.19, -0.34, -0.89, -0.96, 0.24, 0.24, 0.24, -0.92, -0.95, 0.28, 0.30, 0.25, 0.26, -0.96, -0.99, 0.21, 0.22, 0.22, 0.21, 0.19, 0.47, 0.50, 0.43, 0.47, 0.01, 0.23, 0.25, 0.26, 0.25, 0.26, 0.28, 0.26, 0.28, 0.31, 0.25, 0.29, 0.29, -0.48], "homo_ev": [-10.052, -9.560], "charge": 1, "multiplicity": 2, "relative_energy_kcal_mol": 6.0}

***

# 7
{"formula": "C5H8IO2", "method": "ωB97M-V with the def2-TZVPD basis set", "elements": ["C", "C", "C", "C", "C", "O", "O", "I", "H", "H", "H", "H", "H", "H", "H", "H"], "xyz": [[-0.996, 0.247, -1.313], [1.269, 0.728, -0.341], [-0.575, 0.653, 1.272], [0.185, -1.470, 0.040], [-0.048, 0.029, 0.012], [-0.991, 1.426, -1.640], [-1.342, -0.755, -1.955], [-1.626, -2.650, 0.268], [2.077, 0.750, 0.415], [1.745, 0.370, -1.349], [0.997, 1.812, -0.266], [-0.069, 0.134, 2.101], [-0.384, 1.746, 1.378], [-1.721, 0.522, 1.240], [0.668, -1.702, -0.827], [0.810, -1.840, 0.964]], "atomic_forces_ev_per_a": [[2.2, -0.1, 0.2], [1.0, 0.8, -0.8], [-1.9, 0.0, 0.3], [-0.1, 0.1, 4.8], [0.0, -0.7, -1.5], [-1.1, 1.7, -0.3], [-0.5, -0.2, 0.0], [0.4, -0.1, 0.2], [-0.3, -1.0, 0.1], [-1.1, 1.0, 1.7], [0.3, -0.7, -1.3], [-0.6, 0.2, 0.2], [-0.1, -0.8, -0.4], [1.7, 0.1, 0.7], [0.9, -1.2, -2.4], [-1.0, 0.8, -1.7]], "nbo_charge": [0.78, -0.60, -0.61, -0.43, -0.25, -0.77, -0.78, 0.02, 0.18, 0.21, 0.24, 0.19, 0.21, 0.22, 0.21, 0.19], "homo_ev": -4.104, "charge": -1, "multiplicity": 1, "relative_energy_kcal_mol": 6.1, "smiles": "CC(C)(CI)C(=O)[O-]"}

***

# 8
{"formula": "C2H5B", "method": "ωB97M-V with the def2-TZVPD basis set", "elements": ["B", "C", "C", "H", "H", "H", "H", "H"], "xyz": [[-0.520, -0.687, -0.917], [0.937, 0.768, 0.875], [0.301, 0.104, 0.048], [-1.192, -0.307, -1.849], [-0.396, -1.901, -0.927], [0.614, 0.983, 1.894], [1.876, 1.068, 0.403], [-1.244, -0.138, 0.492]], "atomic_forces_ev_per_a": [[-0.4, -0.6, 0.2], [2.8, 2.4, 2.6], [-5.7, -2.8, -2.8], [0.3, 0.5, 0.6], [0.0, 0.5, 0.4], [0.4, 0.3, -0.4], [0.3, 0.2, 0.9], [2.3, -0.5, -1.5]], "nbo_charge": [-0.07, -0.51, -0.12, 0.01, 0.00, 0.25, 0.25, 0.19], "homo_ev": -10.328, "charge": 0, "multiplicity": 1, "relative_energy_kcal_mol": 45.1}

***

# 9
{"formula": "C4H7NO", "method": "ωB97M-V with the def2-TZVPD basis set", "elements": ["C", "C", "C", "C", "N", "O", "H", "H", "H", "H", "H", "H", "H"], "xyz": [[-2.312, 0.238, -0.049], [0.724, -0.206, 0.579], [0.764, -1.426, -0.323], [0.953, 1.014, 0.096], [-2.586, -0.814, 0.346], [-1.852, 1.367, -0.385], [0.806, -0.268, 1.699], [1.065, -0.979, -1.342], [-0.296, -1.669, -0.356], [1.471, -2.048, 0.216], [1.173, 1.216, -0.898], [-0.967, 1.600, -0.149], [1.057, 1.976, 0.566]], "atomic_forces_ev_per_a": [[0.9, -1.3, 1.1], [1.5, 1.1, 1.0], [-0.2, 3.0, -0.1], [0.0, 0.5, 0.8], [-0.4, 0.3, -0.4], [-2.5, 1.5, -1.5], [-0.8, -0.4, -1.1], [-0.1, -1.4, 1.5], [0.2, -1.3, -0.2], [-0.2, -0.9, -0.8], [0.1, -0.4, -2.3], [1.6, -0.5, 0.7], [-0.1, -0.1, 1.4]], "nbo_charge": [0.57, -0.10, -0.67, -0.53, -0.45, -0.67, 0.21, 0.21, 0.26, 0.23, 0.19, 0.53, 0.21], "homo_ev": -10.359, "charge": 0, "multiplicity": 1, "relative_energy_kcal_mol": 72.7, "smiles": "C=CC.N#CO"}

***

no.,E_tot (eV)
1,-7918.4971
2,-67115.9817
3,-8291.9911
4,-12073.0427
5,-20209.7777
6,-80464.8584
7,-17511.2871
8,-2827.8193
9,-7796.4920